No. 1
{
  "formula": "C24H45Cl9O15",
  "method": "ωB97M-V with the def2-TZVPD basis set",
  "elements": ["C", "Cl", "Cl", "Cl", "H", "C", "Cl", "Cl", "Cl", "H", "C", "Cl", "Cl", "Cl", "H", "C", "O", "C", "O", "O", "C", "H", "H", "H", "H", "H", "H", "C", "O", "C", "O", "O", "C", "H", "H", "H", "H", "H", "H", "C", "O", "C", "O", "O", "C", "H", "H", "H", "H", "H", "H", "C", "O", "C", "O", "O", "C", "H", "H", "H", "H", "H", "H", "C", "C", "O", "C", "H", "H", "H", "H", "H", "H", "C", "C", "O", "C", "H", "H", "H", "H", "H", "H", "C", "C", "O", "C", "H", "H", "H", "H", "H", "H"],
  "xyz": [[-0.79239, 4.88138, 0.29666], [-1.87769, 4.68492, 1.64743], [-0.14515, 6.57714, 0.30577], [-1.48351, 4.60527, -1.28080], [0.07810, 4.24155, 0.44150], [-0.44319, 0.46230, 0.37031], [-1.52826, 0.12865, -0.98824], [0.76888, 1.67624, -0.05132], [0.27005, -1.00640, 1.24348], [-1.03358, 0.94323, 1.15022], [2.80682, 3.07245, -2.47027], [1.56460, 2.10862, -3.36151], [2.20274, 4.70678, -2.15747], [4.38065, 3.18934, -3.31182], [3.01110, 2.64796, -1.48732], [2.04826, 0.79297, 4.32896], [0.70334, 0.83274, 4.80678], [-0.25440, 1.51516, 4.15358], [-0.03782, 2.10801, 3.07535], [-1.39242, 1.47271, 4.77598], [-2.47173, 2.23207, 4.26012], [2.55096, 1.67343, 4.72920], [2.16817, 0.66839, 3.25277], [2.38121, -0.18300, 4.68214], [-3.47228, 2.00602, 4.62878], [-2.55207, 2.27490, 3.17393], [-2.31004, 3.21002, 4.71353], [5.65382, -3.90440, 3.16305], [4.42198, -4.31868, 3.76879], [3.32298, -3.49046, 3.68441], [3.29914, -2.38866, 3.16896], [2.28095, -4.19645, 4.17675], [1.01243, -3.57281, 4.22237], [6.35542, -4.73267, 3.26222], [5.97352, -2.91449, 3.48860], [5.39966, -3.70303, 2.12240], [0.99966, -2.73589, 4.92059], [0.18298, -4.24816, 4.43219], [0.77754, -3.15933, 3.24158], [-0.62691, -1.69925, -6.83892], [-0.74777, -0.47180, -6.06369], [-1.85561, -0.16693, -5.47755], [-2.91167, -0.71895, -5.69287], [-1.68672, 0.89099, -4.71927], [-2.69812, 1.40134, -3.90380], [0.24466, -1.80227, -7.48533], [-1.52305, -1.84546, -7.44196], [-0.75285, -2.59347, -6.22850], [-3.22802, 0.61543, -3.36561], [-3.33799, 2.03028, -4.52276], [-2.25002, 2.07446, -3.17291], [-5.02047, -1.39625, 2.38641], [-5.38028, -0.77923, 1.15398], [-4.76337, 0.37875, 0.91023], [-3.84889, 0.89793, 1.57343], [-5.38995, 0.86898, -0.15665], [-5.21988, 2.20143, -0.64873], [-5.49302, -0.97211, 3.27235], [-3.93690, -1.45457, 2.48921], [-5.45655, -2.39514, 2.39890], [-4.15468, 2.41727, -0.73155], [-5.65555, 2.95868, 0.00309], [-5.63796, 2.37816, -1.63973], [-2.97133, -2.77262, -2.92713], [-3.89670, -3.77691, -2.30146], [-3.88065, -4.98827, -2.54032], [-4.96481, -3.18074, -1.35630], [-2.03378, -3.26233, -3.19035], [-2.81682, -1.91646, -2.27046], [-3.52170, -2.41800, -3.79859], [-5.61554, -3.85356, -0.79774], [-5.68150, -2.55724, -1.89082], [-4.38811, -2.50317, -0.72668], [2.84047, -1.75563, -3.49386], [3.22334, -1.04447, -2.15987], [3.98118, -0.05079, -2.13858], [2.66903, -1.54217, -0.87347], [3.44268, -1.36026, -4.31186], [1.82587, -1.45760, -3.75820], [2.98652, -2.83517, -3.53082], [2.60397, -0.75585, -0.12142], [3.36230, -2.32435, -0.56418], [1.69704, -2.00975, -1.03062], [4.02187, 1.45575, 1.22680], [4.25746, 2.92774, 1.34584], [3.32820, 3.69771, 1.44926], [5.71552, 3.44248, 1.32156], [2.98175, 1.13895, 1.15008], [4.47816, 0.87612, 2.02925], [4.59450, 1.13900, 0.35509], [6.32720, 3.18715, 0.45625], [6.24040, 3.02561, 2.18110], [5.70419, 4.49891, 1.58974]],
  "orbital_gap_ev": [6.139, 2.445],
  "spin_multiplicity": 2,
  "charge": 1
}

---

No. 2
{
  "formula": "C24H45ClO4P2Rh",
  "method": "ωB97M-V with the def2-TZVPD basis set",
  "elements": ["Rh", "C", "C", "C", "C", "C", "C", "H", "H", "H", "C", "H", "H", "H", "C", "H", "H", "H", "C", "H", "H", "H", "C", "H", "H", "H", "C", "C", "C", "C", "C", "C", "C", "C", "H", "H", "H", "H", "H", "H", "H", "H", "H", "H", "H", "H", "P", "C", "H", "H", "H", "C", "H", "H", "H", "C", "H", "H", "H", "P", "C", "H", "H", "H", "C", "H", "H", "H", "C", "H", "H", "H", "O", "Cl", "O", "O", "O"],
  "xyz": [[0.65728, 0.05555, 0.29157], [-1.72884, 1.54441, 0.76943], [-2.36188, 0.69576, -0.10770], [-2.11108, -0.54255, 1.82767], [-1.39045, 0.80860, 2.08871], [-2.55242, -0.58904, 0.53175], [-1.67439, 3.00819, 0.67752], [-1.33263, 3.33436, -0.31454], [-1.04480, 3.47577, 1.45015], [-2.71173, 3.35965, 0.82271], [-1.84100, 1.59630, 3.34705], [-1.79802, 2.65922, 3.13180], [-1.25709, 1.41214, 4.24692], [-2.88029, 1.33625, 3.55652], [-2.25038, -1.65308, 2.78117], [-3.32009, -1.83885, 2.97879], [-1.76674, -1.47883, 3.74748], [-1.86311, -2.59538, 2.35270], [-3.18159, -1.76802, -0.11127], [-4.28174, -1.74232, -0.03269], [-2.83738, -2.70367, 0.35621], [-2.90761, -1.78969, -1.17678], [-2.94895, 1.14657, -1.38945], [-3.93324, 1.62154, -1.24057], [-3.07010, 0.29216, -2.06029], [-2.27611, 1.87954, -1.85700], [1.56083, 0.44646, -2.62227], [0.54711, 1.31831, -2.78647], [-0.04989, 1.57212, -4.14547], [-0.91789, 0.44611, -4.76641], [-1.04265, -0.82726, -3.97225], [0.00325, -1.67675, -3.85939], [1.32737, -1.36017, -4.49977], [2.17424, -0.25296, -3.81045], [0.74585, 1.81019, -4.87117], [-0.52759, 0.23827, -5.77860], [-0.68725, 2.46706, -4.06745], [2.43164, 0.48339, -4.59175], [1.97738, 0.23514, -1.62710], [0.13476, 1.88786, -1.95570], [3.12026, -0.71756, -3.49235], [1.93284, -2.28004, -4.49850], [-0.06274, -2.63013, -3.34605], [1.19498, -1.08113, -5.56075], [-1.93252, 0.85004, -4.90675], [-2.02026, -1.02821, -3.54711], [1.77217, 1.81365, 1.30352], [1.43384, 2.66715, 2.89315], [2.27902, 3.33923, 3.09742], [1.32920, 1.96250, 3.73479], [0.52485, 3.27519, 2.80264], [3.45479, 1.18454, 1.56582], [4.05154, 2.00107, 1.99203], [3.86499, 0.87484, 0.59674], [3.40960, 0.33870, 2.26534], [1.92678, 3.28233, 0.23938], [2.37408, 2.98828, -0.71351], [2.58327, 3.98837, 0.76347], [0.94245, 3.73670, 0.08051], [1.00704, -2.29566, 0.53241], [-0.18653, -3.59640, -0.01564], [0.32737, -4.48152, -0.42642], [-0.87478, -3.20075, -0.77134], [-0.77765, -3.93273, 0.85218], [2.61195, -2.59569, -0.29803], [2.48758, -2.69421, -1.38290], [3.08765, -3.50253, 0.09960], [3.25098, -1.73081, -0.07793], [1.40138, -3.10110, 2.14490], [1.64642, -4.16728, 1.98216], [0.54652, -3.03277, 2.83085], [2.25004, -2.60181, 2.62870], [1.15140, 0.63933, 5.50882], [0.43651, -0.55265, 4.92888], [1.30862, -1.75716, 5.00995], [-0.81968, -0.78293, 5.74118], [-0.04674, 0.50883, 2.12930]],
  "orbital_gap_ev": [7.197, 3.887],
  "spin_multiplicity": 5,
  "e_above_lowest_kj_mol": 0.0,
  "charge": 1
}

---

No. 3
{
  "formula": "C24H45F3N2O4",
  "method": "ωB97M-V with the def2-TZVPD basis set",
  "elements": ["C", "C", "C", "O", "C", "C", "C", "O", "C", "F", "F", "F", "C", "C", "C", "C", "N", "O", "C", "C", "C", "C", "H", "H", "H", "H", "H", "H", "H", "H", "H", "H", "H", "H", "H", "H", "H", "H", "H", "H", "H", "H", "H", "H", "H", "H", "H", "H", "H", "C", "C", "C", "C", "C", "C", "N", "O", "C", "C", "C", "H", "H", "H", "H", "H", "H", "H", "H", "H", "H", "H", "H", "H", "H", "H", "H", "H", "H"],
  "xyz": [[-4.37119, -1.23842, 1.24097], [-2.94522, -0.66732, 1.19869], [-1.91737, -1.53938, 0.48395], [-1.34238, -0.81866, -0.61224], [-1.24790, -1.48910, -1.85859], [-2.67874, -1.82389, -2.38950], [-2.95984, -3.24835, -2.85688], [-2.89732, -4.19951, -1.82121], [-4.33165, -3.33810, -3.52832], [-4.51944, -2.33435, -4.40142], [-5.30553, -3.26302, -2.60317], [-4.47315, -4.49015, -4.19085], [-0.65447, -0.45434, -2.81448], [0.82472, -0.02243, -2.61714], [1.31816, 0.66292, -3.88421], [1.08027, 0.89528, -1.40276], [1.52994, -1.36064, -2.50216], [2.07988, -1.75896, -3.46177], [1.16306, -2.39868, -1.44729], [2.02838, -3.62701, -1.69180], [1.37347, -1.91582, -0.01276], [-0.31936, -2.70444, -1.78732], [-4.82001, -1.10290, 2.22311], [-4.38769, -2.31484, 1.05286], [-5.03168, -0.74328, 0.53017], [-2.95353, 0.28135, 0.66097], [-2.58895, -0.43174, 2.19992], [-2.37334, -2.46414, 0.12181], [-1.11271, -1.82698, 1.16578], [-3.38971, -1.57698, -1.59869], [-2.91223, -1.14908, -3.21195], [-2.24895, -3.57433, -3.61777], [-3.53294, -3.94944, -1.13718], [-1.23432, 0.46579, -2.71818], [-0.76538, -0.81940, -3.83733], [0.92351, 0.20746, -4.78974], [0.97223, 1.69350, -3.85164], [2.40592, 0.65993, -3.93884], [0.15249, 1.16757, -0.90688], [1.56397, 1.80128, -1.75706], [1.74647, 0.46413, -0.66531], [1.96504, -4.26128, -0.81135], [3.07152, -3.35294, -1.83804], [1.70141, -4.20377, -2.55469], [2.42328, -1.67207, 0.15652], [1.11628, -2.74727, 0.63883], [0.76325, -1.06262, 0.25499], [-0.32865, -3.22091, -2.74886], [-0.64867, -3.42710, -1.04267], [1.94257, 2.18155, 4.64486], [1.48345, 1.59860, 3.29915], [2.68657, 1.21564, 2.42743], [3.41962, 2.41178, 1.82461], [2.45595, 3.33494, 1.08403], [1.27248, 3.79192, 1.94199], [0.62928, 2.56881, 2.53006], [-0.19893, 1.99801, 1.74862], [1.72468, 4.77752, 3.02265], [0.23605, 4.50469, 1.08080], [0.64010, 0.36114, 3.59218], [1.19223, 2.85528, 5.05658], [2.08405, 1.36827, 5.35585], [2.88742, 2.71569, 4.58106], [2.33070, 0.56697, 1.61750], [3.36787, 0.61703, 3.03762], [3.95622, 2.96265, 2.60010], [4.18306, 2.05250, 1.13108], [2.97603, 4.22264, 0.71619], [2.05792, 2.81202, 0.20919], [0.90730, 4.99405, 3.71079], [2.01388, 5.70993, 2.53768], [2.57815, 4.43922, 3.60008], [-0.07569, 3.89678, 0.23508], [0.67374, 5.43056, 0.70531], [-0.64912, 4.75283, 1.66624], [-0.25899, 0.62609, 4.14904], [1.23400, -0.32557, 4.19715], [0.33850, -0.14707, 2.67857]],
  "orbital_gap_ev": [4.784, 6.055],
  "spin_multiplicity": 2,
  "charge": 1
}